--- P ---
Entry from the Open Molecules 2025 dataset: a structure of composition C5H14N2O (ωB97M-V/def2-TZVPD).

Last column: Löwdin charge in e.
Cartesian coordinates (Å):
C 0.61 1.08 -0.56  -0.56
C 1.38 1.99 0.39  -0.03
C 1.21 0.89 -1.94  -0.04
O -0.69 1.15 -0.49  -0.06
H -1.06 0.11 0.09  0.10
H 0.82 -0.20 0.02  0.09
H 0.62 0.15 -2.50  0.08
H 0.94 1.95 1.38  0.09
H 1.33 3.02 0.03  0.09
H 2.43 1.70 0.45  0.08
H 1.18 1.83 -2.49  0.09
H 2.24 0.56 -1.88  0.08
C -1.06 -1.11 0.67  -0.56
N -1.85 -1.98 -0.19  0.05
N -1.63 -0.86 1.96  0.05
C 0.36 -1.28 0.64  -0.01
H -2.47 -0.29 1.90  0.07
H -2.73 -1.54 -0.44  0.07
H -1.37 -2.21 -1.05  0.07
H -1.89 -1.74 2.41  0.07
H 0.88 -1.15 1.58  0.09
H 0.77 -2.07 0.01  0.09

## Properties
LUMO: 0.6 eV
Charge: 0
Frontier orbital gap: 8.5 eV

=====

--- Q ---
Entry from the Open Molecules 2025 dataset: a structure of composition C5H14N2O (ωB97M-V/def2-TZVPD).

Last column: Löwdin charge in e.
Cartesian coordinates (Å):
C 0.13 0.34 2.01  -0.14
C 0.12 -1.38 -1.77  -0.16
N 0.48 -1.07 1.85  -0.11
C 0.47 -0.12 -0.87  -0.23
O 1.93 -1.03 1.74  -0.14
N 1.63 -0.69 -0.79  0.03
H 2.20 -1.54 2.52  0.10
H 2.38 -0.57 -0.11  0.05
H 0.70 1.03 1.37  0.08
H 0.34 0.58 3.05  0.08
H -0.93 0.45 1.79  0.07
H -0.49 -2.03 -1.13  0.08
H 0.96 -2.00 -2.15  0.08
H -0.27 -0.90 -2.65  0.04
C -1.05 0.56 -1.03  -0.18
C -1.33 2.02 -0.61  -0.13
H -0.46 2.63 -0.83  0.07
H -2.19 2.49 -1.13  0.08
H -1.83 -0.04 -0.53  0.11
H -1.38 0.54 -2.09  0.10
H 0.19 -1.37 0.91  0.07
H -1.61 2.09 0.45  0.05

## Properties
LUMO: 0.8 eV
Charge: 0
Frontier orbital gap: 7.9 eV

=====

Q: Which of them is the least stable? A: Q.

=====

--- P ---
Entry from the Open Molecules 2025 dataset: a cluster of 3 separate species, C5H14N2O in total (ωB97M-V/def2-TZVPD).

Last column: Löwdin charge in e.
Cartesian coordinates (Å):
C 0.45 -0.38 0.04  -0.51
C -0.02 0.90 -0.27  -0.02
C -1.49 -0.94 -0.77  -0.13
C 0.48 -0.91 1.45  -0.03
C -2.74 -0.46 -0.09  -0.17
N 1.70 1.72 0.44  -0.12
N 2.74 1.74 -0.51  -0.11
O 1.35 -0.94 -0.82  0.04
H 1.65 -1.79 -0.48  0.12
H 1.36 2.69 0.51  0.03
H 2.39 1.73 -1.47  0.06
H 3.31 0.91 -0.39  0.05
H -0.73 1.35 0.40  0.10
H 0.04 1.23 -1.30  0.10
H -1.27 -1.99 -0.57  0.06
H -1.48 -0.78 -1.85  0.07
H 0.32 -1.99 1.46  0.09
H -0.29 -0.43 2.05  0.09
H 1.45 -0.69 1.89  0.09
H -2.64 -0.50 1.00  0.06
H -2.98 0.58 -0.36  0.06
H -3.62 -1.06 -0.35  0.07

## Properties
LUMO: 0.7 eV
Charge: 0
Frontier orbital gap: 7.3 eV

=====

--- Q ---
Entry from the Open Molecules 2025 dataset: a structure of composition C5H14N2O (ωB97M-V/def2-TZVPD).

Last column: Löwdin charge in e.
Cartesian coordinates (Å):
C -0.18 0.44 0.28  -0.20
C 0.20 -0.90 -0.17  -0.29
C -0.29 1.69 -2.23  -0.28
C 0.59 1.28 1.27  -0.04
C 1.62 -1.37 -0.08  -0.03
N -0.65 -1.16 1.10  -0.11
N -2.04 -1.41 0.97  0.03
O 0.60 1.06 -1.39  -0.32
H -0.20 -1.22 2.00  0.14
H -1.19 0.78 0.06  0.13
H -0.36 -1.22 -1.05  0.15
H -2.17 -2.33 0.55  0.08
H -2.48 -1.39 1.88  0.09
H -0.34 2.78 -2.06  0.06
H -0.02 1.53 -3.29  0.06
H -1.33 1.30 -2.12  0.06
H 0.02 1.43 2.18  0.08
H 1.56 0.87 1.53  0.07
H 0.76 2.24 0.79  0.09
H 2.17 -0.82 -0.85  0.09
H 1.68 -2.44 -0.25  0.08
H 2.08 -1.14 0.88  0.07

## Properties
LUMO: 0.7 eV
Charge: 0
Frontier orbital gap: 8.1 eV

=====

--- R ---
Entry from the Open Molecules 2025 dataset: an isolated molecule of C5H14N2O (ωB97M-V/def2-TZVPD).

Last column: Löwdin charge in e.
Cartesian coordinates (Å):
C -0.62 2.36 -3.07  -0.11
C -0.04 1.85 -1.72  -0.29
C -0.83 0.77 0.37  -0.29
N -1.11 1.18 -0.98  -0.08
H -0.95 1.53 -3.69  0.06
H -1.54 3.05 -2.92  0.10
H 0.19 2.93 -3.53  0.05
H 0.90 1.24 -1.85  0.12
H 0.16 2.74 -1.09  0.11
H -1.71 0.48 0.92  0.11
H -0.40 1.63 0.94  0.13
H -1.38 0.30 -1.47  0.13
C 0.16 -1.02 1.70  -0.23
O 0.14 -0.29 0.43  -0.16
C 1.18 -2.11 1.59  -0.30
N 0.96 -3.14 2.60  -0.02
H 0.30 -0.35 2.59  0.13
H -0.82 -1.50 1.86  0.12
H 1.06 -2.51 0.58  0.11
H 2.22 -1.66 1.68  0.14
H 0.30 -3.83 2.19  0.08
H 1.82 -3.65 2.85  0.07

## Properties
LUMO: 1.1 eV
Charge: 0
Frontier orbital gap: 10.3 eV
SMILES: CCNCOCCN

=====

Q: Which of them is the least stable? A: P.

=====

--- P ---
Entry from the Open Molecules 2025 dataset: a structure of composition C5H14N2O (ωB97M-V/def2-TZVPD).

Last column: Löwdin charge in e.
Cartesian coordinates (Å):
C 1.15 0.40 1.05  -0.48
C 0.24 -0.65 0.41  -0.22
C -0.88 -1.07 1.34  -0.09
N 2.35 0.60 0.23  0.05
O 0.50 1.64 1.24  -0.03
H 0.24 1.96 0.36  0.07
H 1.40 0.08 2.07  0.14
H 2.92 1.33 0.64  0.08
H 2.91 -0.25 0.20  0.08
H 0.87 -1.53 0.18  0.11
H 0.14 -1.10 -1.30  0.10
H -1.52 -1.82 0.90  0.07
H -1.48 -0.21 1.63  0.08
H -0.47 -1.48 2.27  0.08
C -1.97 0.15 -1.17  -0.08
C -0.47 0.21 -1.20  -0.50
N 0.13 1.24 -1.63  0.06
H 1.15 1.22 -1.56  0.05
H -0.18 -1.18 -2.18  0.17
H -2.33 -0.87 -1.04  0.07
H -2.35 0.76 -0.35  0.09
H -2.36 0.58 -2.09  0.08

## Properties
LUMO: 0.8 eV
Charge: 0
Frontier orbital gap: 8.9 eV

=====

--- Q ---
Entry from the Open Molecules 2025 dataset: a cluster of 2 separate species, C5H14N2O in total (ωB97M-V/def2-TZVPD).

Last column: Löwdin charge in e.
Cartesian coordinates (Å):
C 1.85 1.53 -0.08  -0.11
C 0.84 0.58 0.56  -0.47
C -0.61 1.16 0.26  -0.14
C -1.22 0.75 -1.13  -0.29
C -0.72 -1.56 -1.78  -0.02
N -1.08 -0.33 -1.95  -0.06
N 1.08 0.38 1.98  0.01
H 1.72 2.51 0.39  0.07
H 1.63 1.83 -1.12  0.07
H 2.93 1.16 0.06  0.10
H 1.01 -0.45 0.04  0.14
H -1.18 0.71 1.05  0.08
H -0.56 2.28 0.10  0.13
H -2.16 1.14 -1.01  0.08
H -0.47 1.42 -1.79  0.14
H -0.68 -2.12 -0.84  0.04
H -0.40 -2.00 -2.79  0.08
H 1.00 1.10 2.65  0.04
H 1.92 -0.11 2.34  0.09
H -2.49 -3.14 0.83  0.05
H -0.89 -3.51 1.47  0.08
O -1.54 -3.30 0.74  -0.10

## Properties
LUMO: 0.7 eV
Charge: 0
Frontier orbital gap: 8.9 eV
SMILES: C=NCC[C@@H](C)N.O

=====

--- R ---
Entry from the Open Molecules 2025 dataset: a cluster of 3 separate species, C5H14N2O in total (ωB97M-V/def2-TZVPD).

Last column: Löwdin charge in e.
Cartesian coordinates (Å):
C -0.55 0.77 1.61  -0.20
C -0.95 2.18 1.36  -0.06
N 0.67 0.41 1.90  0.13
H 1.04 -0.58 1.29  0.12
H 1.37 1.15 1.88  0.11
H -1.28 -0.03 1.60  0.12
H -0.51 0.27 -0.36  0.06
H -1.92 2.24 0.88  0.09
H -0.20 2.66 0.70  0.09
H -1.01 2.74 2.30  0.09
C -0.52 -0.96 -2.16  -0.10
C 0.18 -0.07 -1.17  -0.32
N -0.06 -2.37 0.60  -0.09
C 1.22 0.72 -1.50  -0.05
O 1.02 -1.53 0.18  -0.38
H 0.29 -2.88 1.42  0.05
H -0.18 -3.07 -0.12  0.05
H 0.21 -1.57 -2.70  0.08
H -1.23 -1.61 -1.65  0.06
H -1.09 -0.37 -2.87  0.07
H 1.77 0.56 -2.41  0.04
H 1.73 1.34 -0.77  0.02

## Properties
LUMO: -0.1 eV
Charge: 0
Frontier orbital gap: 6.8 eV

=====

Q: Which of them is the least stable? A: R.

=====

--- P ---
Entry from the Open Molecules 2025 dataset: a cluster of 2 separate species, C5H14N2O in total (ωB97M-V/def2-TZVPD).

Last column: Löwdin charge in e.
Cartesian coordinates (Å):
N 2.10 0.43 0.95  -0.21
C 1.85 1.84 1.23  -0.16
C 3.01 0.27 -0.18  -0.17
H 2.53 -0.01 1.78  0.10
H 1.29 2.27 0.38  0.08
H 2.77 2.42 1.38  0.07
H 1.22 1.92 2.13  0.08
H 3.96 0.82 -0.06  0.07
H 3.25 -0.80 -0.32  0.08
H 2.51 0.64 -1.09  0.08
O -3.70 -1.00 -0.98  0.03
C -2.71 -0.66 -0.33  -0.56
N -1.45 -1.00 -0.73  -0.01
C -2.78 0.16 0.94  -0.02
C -1.24 -1.77 -1.94  -0.09
H -0.65 -0.69 -0.17  0.13
H -2.25 1.11 0.83  0.08
H -3.84 0.37 1.17  0.08
H -2.35 -0.40 1.79  0.08
H -0.15 -1.94 -2.07  0.08
H -1.63 -1.25 -2.82  0.09
H -1.73 -2.76 -1.87  0.09

## Properties
LUMO: 0.8 eV
Charge: 0
Frontier orbital gap: 10.1 eV
SMILES: CNC(C)=O.CNC

=====

--- Q ---
Entry from the Open Molecules 2025 dataset: a cluster of 2 separate species, C5H14N2O in total (ωB97M-V/def2-TZVPD).

Last column: Löwdin charge in e.
Cartesian coordinates (Å):
C -0.03 -1.23 1.18  -0.05
C -0.69 -0.98 -0.19  -0.43
C -0.12 0.17 -1.04  -0.12
C 1.40 0.21 -0.96  -0.47
C 2.00 1.22 -0.34  0.01
N 2.07 -0.75 -1.67  0.11
N -2.13 -0.73 -0.04  0.04
H -0.16 -2.30 1.39  0.08
H 1.03 -1.01 1.27  0.06
H -0.47 -0.59 1.94  0.07
H -0.58 -1.88 -0.78  0.12
H -0.34 0.02 -2.11  0.12
H -0.54 1.14 -0.80  0.11
H 3.09 1.27 -0.29  0.05
H 1.54 2.05 0.19  0.05
H 3.06 -0.80 -1.54  0.10
H 1.63 -1.56 -2.07  0.09
H -2.18 0.20 0.33  0.02
H -2.57 -1.29 0.68  0.08
H -1.03 2.40 2.03  0.04
H -1.98 1.32 1.56  -0.02
O -1.86 1.98 2.26  -0.05

## Properties
LUMO: 0.8 eV
Charge: 0
Frontier orbital gap: 9.0 eV
SMILES: C=C(N)C[C@@H](C)N.O

=====

--- R ---
Entry from the Open Molecules 2025 dataset: an isolated molecule of C5H14N2O (ωB97M-V/def2-TZVPD).

Last column: Löwdin charge in e.
Cartesian coordinates (Å):
C -0.35 0.16 -0.19  -0.58
C 1.86 1.30 -0.18  -0.20
C -0.88 0.58 1.18  -0.05
C -0.87 1.08 -1.29  -0.05
C -1.13 -2.34 0.48  -0.19
N 1.02 -0.13 -0.24  0.02
N -0.90 -1.39 -0.58  -0.06
O 3.13 0.97 0.26  -0.06
H 3.44 0.25 -0.31  0.10
H 1.28 -0.61 0.62  0.10
H -0.20 -1.76 -1.22  0.08
H 1.89 1.69 -1.20  0.11
H 1.44 2.05 0.49  0.11
H -0.43 0.01 2.00  0.08
H -0.69 1.64 1.38  0.08
H -1.97 0.44 1.21  0.08
H -1.95 0.94 -1.39  0.08
H -0.70 2.13 -1.07  0.08
H -0.40 0.85 -2.26  0.08
H -1.46 -3.30 0.07  0.07
H -0.23 -2.55 1.08  0.06
H -1.92 -2.01 1.15  0.07

## Properties
LUMO: 0.9 eV
Charge: 0
Frontier orbital gap: 8.9 eV
SMILES: CNC(C)(C)NCO

=====

--- S ---
Entry from the Open Molecules 2025 dataset: an isolated molecule of C5H14N2O (ωB97M-V/def2-TZVPD).

Last column: Löwdin charge in e.
Cartesian coordinates (Å):
C 0.61 0.44 -0.04  -0.62
C 1.26 0.22 1.41  -0.17
C 1.73 0.60 -1.08  -0.04
C -2.44 -0.64 -1.33  -0.13
C 0.25 0.02 2.53  -0.12
N -0.25 -0.70 -0.30  0.01
N -1.02 -0.48 -1.60  -0.11
O -0.15 1.62 -0.02  0.00
H -0.93 1.35 -0.56  0.08
H 0.32 -1.55 -0.36  0.12
H -0.74 -1.19 -2.28  0.11
H 1.85 1.12 1.64  0.11
H 1.96 -0.63 1.39  0.11
H 1.32 0.83 -2.07  0.08
H 2.37 1.45 -0.81  0.08
H 2.35 -0.30 -1.15  0.08
H -2.67 -1.58 -0.81  0.07
H -3.00 -0.64 -2.27  0.08
H -2.82 0.19 -0.73  0.07
H -0.25 -0.95 2.43  0.06
H 0.75 0.03 3.50  0.07
H -0.51 0.80 2.53  0.07

## Properties
LUMO: 0.9 eV
Charge: 0
Frontier orbital gap: 9.9 eV
SMILES: CC[C@](C)(O)NNC

=====

Q: Which of them is the least stable? A: R.

=====

--- P ---
Entry from the Open Molecules 2025 dataset: an isolated molecule of C5H14N2O (ωB97M-V/def2-TZVPD).

Last column: Löwdin charge in e.
Cartesian coordinates (Å):
N 0.96 -0.32 -1.87  0.05
C 0.10 -0.03 -0.74  -0.35
C -0.16 -1.35 0.08  -0.38
C -1.63 -1.73 0.15  -0.04
O 0.61 -2.46 -0.39  -0.06
C 0.65 1.08 0.19  -0.22
N -0.45 1.72 0.89  -0.13
C -0.01 2.78 1.78  -0.14
H 1.65 -1.00 -1.58  0.07
H 1.30 0.51 -2.32  0.07
H -0.90 0.30 -1.03  0.12
H 0.23 -1.21 1.08  0.13
H -1.79 -2.37 1.01  0.08
H -2.25 -0.85 0.35  0.08
H -1.94 -2.26 -0.72  0.08
H 0.23 -2.81 -1.20  0.09
H 1.24 0.61 0.97  0.12
H 1.28 1.75 -0.42  0.11
H -1.15 2.08 0.25  0.10
H 0.79 3.40 1.35  0.07
H -0.81 3.48 2.01  0.08
H 0.40 2.34 2.69  0.07

## Properties
LUMO: 1.0 eV
Charge: 0
Frontier orbital gap: 10.0 eV
SMILES: CNC[C@@H](N)[C@@H](C)O

=====

--- Q ---
Entry from the Open Molecules 2025 dataset: an isolated molecule of C5H14N2O (ωB97M-V/def2-TZVPD).

Last column: Löwdin charge in e.
Cartesian coordinates (Å):
C 1.74 -0.76 0.69  -0.23
N 1.16 -0.56 -0.65  -0.09
C -0.20 -1.10 -0.77  -0.22
C -1.10 -0.16 -1.61  -0.16
C -2.07 0.80 -0.90  -0.25
O -2.04 0.74 0.52  -0.10
C 0.94 -0.03 1.76  -0.24
N 0.72 1.37 1.28  -0.01
H 2.73 -0.28 0.65  0.12
H 1.81 -1.83 0.92  0.11
H 1.72 -0.94 -1.40  0.11
H -0.68 -1.23 0.21  0.10
H -0.20 -2.09 -1.23  0.11
H -1.58 -0.74 -2.40  0.10
H -0.42 0.49 -2.18  0.10
H -3.08 0.48 -1.15  0.11
H -1.95 1.81 -1.27  0.10
H 1.54 0.06 2.67  0.11
H -0.03 -0.48 1.97  0.09
H 1.33 1.98 1.78  0.06
H 0.85 1.41 0.27  0.06
H -1.19 1.06 0.86  0.02

## Properties
LUMO: 1.0 eV
Charge: 0
Frontier orbital gap: 10.0 eV
SMILES: NCCNCCCO

=====

--- R ---
Entry from the Open Molecules 2025 dataset: an isolated molecule of C5H14N2O (ωB97M-V/def2-TZVPD).

Last column: Löwdin charge in e.
Cartesian coordinates (Å):
C 1.22 -0.39 -0.75  -0.06
C 0.59 0.32 0.43  -0.33
C 0.28 1.81 0.04  -0.35
C -1.13 1.95 -0.62  -0.06
O 1.24 2.17 -0.96  -0.07
N -0.72 -0.36 0.84  -0.05
C -0.50 -1.81 1.18  -0.31
N -0.63 -2.78 0.11  0.01
H 0.62 -0.14 -1.62  0.09
H 1.35 -1.48 -0.61  0.06
H 2.28 -0.07 -0.77  0.09
H 1.21 0.26 1.36  0.14
H 0.32 2.49 0.89  0.13
H -1.94 1.43 -0.10  0.06
H -1.55 2.94 -0.88  0.08
H -1.06 1.53 -1.63  0.08
H 1.68 3.00 -0.74  0.10
H -1.28 -0.38 -0.01  0.08
H 0.41 -1.82 1.79  0.11
H -1.35 -1.93 1.87  0.10
H -1.28 -3.52 0.33  0.06
H 0.25 -3.23 -0.14  0.06

## Properties
LUMO: 0.9 eV
Charge: 0
Frontier orbital gap: 9.7 eV
SMILES: C[C@H](O)[C@H](C)NCN

=====

--- S ---
Entry from the Open Molecules 2025 dataset: a cluster of 3 separate species, C5H14N2O in total (ωB97M-V/def2-TZVPD).

Last column: Löwdin charge in e.
Cartesian coordinates (Å):
C 0.63 0.24 0.63  -0.46
C -0.66 -0.92 -0.88  -0.32
C -0.70 0.09 1.07  -0.08
C 1.09 1.55 0.10  -0.03
C 0.10 -0.47 -2.11  -0.11
N 1.59 -0.65 1.02  0.15
N -2.05 -0.98 -1.14  0.03
O -0.39 1.10 2.74  -0.32
H -0.17 0.47 3.44  -0.05
H -0.30 -1.87 -0.49  0.11
H 1.35 -1.38 1.66  0.11
H 2.55 -0.42 0.84  0.11
H -2.61 -1.28 -0.36  0.08
H -2.43 -0.11 -1.52  0.08
H -1.03 -0.82 1.55  0.10
H -1.43 0.83 0.80  0.10
H 2.01 1.46 -0.48  0.08
H 1.26 2.20 0.96  0.09
H 0.32 2.01 -0.52  0.09
H -0.13 -1.13 -2.96  0.08
H -0.18 0.54 -2.40  0.07
H 1.18 -0.50 -1.94  0.07

## Properties
LUMO: 0.7 eV
Charge: 0
Frontier orbital gap: 7.4 eV

=====

Q: Which of them is the least stable? A: S.